1.
The following is a quantum chemistry calculation of an isolated ion of composition C6H8NO and charge +1, from OMol25.

The geometry in XYZ format:
```
16
Properties=species:S:1:pos:R:3:forces:R:3
C 2.9908 0.5089 0.6714 3.28 0.40 0.56
C -1.4630 -0.8766 -0.0961 1.71 -1.66 -2.36
C -2.0174 0.4760 -0.0766 -2.21 3.24 -2.74
C 0.7191 0.7321 -0.3530 0.90 2.17 1.84
C 1.9076 -0.2130 -0.0446 -5.03 0.07 -2.26
C -0.6092 0.3178 -0.0869 0.06 -1.87 1.97
N 3.1602 0.3600 -0.5254 1.06 -0.19 0.09
O 1.6566 -1.5076 -0.0891 0.54 0.52 0.52
H 3.5352 0.7678 1.5707 -0.57 0.27 0.51
H -1.4578 -1.7600 0.4928 -0.34 0.16 1.99
H -1.3301 -1.4172 -1.0719 -0.80 0.97 -0.04
H -2.5195 0.9500 -1.0235 0.85 -1.31 1.28
H -2.4514 1.0592 0.7119 -0.31 -0.56 1.06
H 0.9820 1.8004 0.0366 -0.44 -1.67 -0.22
H 0.7216 0.9379 -1.3956 0.94 0.05 -1.89
H 1.8420 -1.8756 -0.9584 0.35 -0.60 -0.33
```
Forces are in eV/Å.

Orbital gap (alpha / beta) = 0.2204 / 0.1800 Ha
Spin multiplicity = 3
Total charge = +1
HOMO (alpha / beta) = -0.4093 / -0.5232 Ha
E_LUMO (alpha / beta) = -5.139 / -9.339 eV

Here are the Mulliken charges for atoms 1 to 6, given in e: C -0.393; C -0.686; C -0.397; C -0.556; C 1.235; C -0.056

2.
The following is a quantum chemistry calculation of a 2-piece molecular cluster, C6H8NO4 overall, from OMol25.

The geometry in XYZ format:
```
19
Properties=species:S:1:pos:R:3:forces:R:3
C 0.6153 0.8772 -2.0162 2.50 0.75 3.15
C -0.9803 0.8619 0.2113 -0.38 1.39 1.60
C 0.2986 0.5848 -0.4706 0.83 1.75 0.44
C -0.3766 -0.5561 0.1547 -1.39 0.58 0.87
C 0.2319 -1.0758 1.4999 -1.60 -1.21 -1.44
C -1.1261 -1.4718 -0.8243 -2.10 1.36 2.13
N 1.6428 1.4620 0.8745 -1.97 -3.08 -3.29
O 1.8084 1.0022 -2.2464 1.36 -0.41 -0.47
O 1.5636 2.6548 0.9434 0.84 -0.14 0.97
O -0.3619 1.0936 -2.6634 -3.31 -0.08 -1.93
O 2.4041 0.6419 1.3810 0.51 2.39 0.32
H -0.8866 1.4282 1.2080 -0.15 -1.04 -1.53
H -1.8806 1.2148 -0.3512 1.01 -0.74 0.16
H -0.3359 -0.6159 2.3304 0.88 -0.13 -0.22
H 1.2747 -0.8460 1.3555 0.06 -0.15 1.14
H 0.1107 -2.1867 1.5695 -0.01 0.77 -0.06
H -1.0919 -1.0319 -1.8047 -0.16 -0.23 -0.49
H -2.2340 -1.6503 -0.4576 1.96 0.65 -0.76
H -0.6762 -2.3867 -0.6937 1.11 -2.43 -0.60
```
Forces are in eV/Å.

Orbital gap = 0.3093 Ha
Total charge = -1
HOMO = -0.1763 Ha
E_LUMO = 3.620 eV

Here are the Mulliken charges for atoms 1 to 6, given in e: C 0.321; C -0.876; C 0.456; C 1.441; C -1.537; C -1.617

3.
The following is a quantum chemistry calculation of C6H8NO6 as an isolated structure, from OMol25.

The geometry in XYZ format:
```
21
Properties=species:S:1:pos:R:3:forces:R:3
C -1.0592 -1.5033 -0.2148 2.39 0.75 0.19
C -0.7220 1.3254 -0.5123 0.98 0.56 -1.27
C 0.4718 -1.6339 -0.3415 1.05 1.34 -2.23
C 1.2530 -0.7626 0.6809 -2.58 -1.98 0.46
C 1.7033 0.5921 0.2410 -0.37 2.49 0.27
C 0.4773 1.5639 0.4108 -0.11 -0.67 3.91
N -1.4283 -0.3160 0.1493 0.11 3.42 0.41
O -1.7768 2.1967 -0.3516 0.56 -0.68 1.18
O -1.8046 -2.4580 -0.2375 -1.61 -2.32 -0.52
O -0.3096 1.1298 -1.6694 -0.14 -0.19 -0.98
O 2.3022 0.7003 -1.0338 -0.11 -0.27 -0.64
O 0.4408 2.2448 1.4567 -0.18 -0.81 -2.62
O -2.7962 -0.1180 0.3642 1.49 3.39 0.92
H 0.6765 -2.6971 -0.2330 0.15 0.03 0.11
H 0.9570 -1.2820 -1.3627 -1.59 -0.99 1.54
H 0.5202 -0.7461 1.5264 0.88 0.77 -0.25
H 2.0127 -1.4018 1.0347 1.61 -0.30 0.31
H 2.4176 0.9937 1.0135 -0.41 -0.40 -0.88
H 1.5951 0.8310 -1.7278 0.26 -0.17 1.26
H -1.8139 2.2785 0.6212 -0.41 0.31 -0.33
H -3.1169 -0.9375 0.1859 -1.99 -4.27 -0.87
```
Forces are in eV/Å.

Orbital gap = 0.2997 Ha
Total charge = -1
HOMO = -0.1659 Ha
E_LUMO = 3.641 eV

Here are the Mulliken charges for atoms 1 to 6, given in e: C 0.483; C 0.704; C -0.645; C -0.983; C 0.027; C 0.389

4.
The following is a quantum chemistry calculation of a 2-piece molecular cluster, C6H8NOS overall, from OMol25.

The geometry in XYZ format:
```
17
Properties=species:S:1:pos:R:3:forces:R:3
C -1.7077 -0.4103 0.9463 -2.49 -0.40 -0.59
C -1.8842 -1.7688 1.0355 1.90 1.27 -0.34
C 0.4272 -1.0682 1.4837 -1.90 -0.63 -0.49
C 1.0395 0.1439 -1.3061 0.31 -3.07 4.88
C 1.1335 1.1342 -2.2851 1.83 -0.74 -4.33
C 0.0956 1.1551 1.0994 3.63 1.13 -0.11
N -0.3973 -0.0534 1.1668 -0.79 -2.08 1.08
O 1.1257 -0.9232 -0.8030 0.09 2.56 -2.70
S -0.3840 -2.5873 1.4140 -0.15 1.11 0.30
H -2.5254 0.4022 0.7497 1.92 -1.76 0.36
H -2.6942 -2.3666 0.7220 -1.01 -0.31 0.14
H 1.4323 -0.7664 1.6411 0.69 -0.71 0.37
H 0.2743 1.7359 -2.2301 -0.85 1.23 0.05
H 2.1187 1.7033 -2.3694 -1.32 -0.70 0.78
H 1.0905 0.5684 -3.3199 0.00 0.95 1.57
H -0.2308 1.9177 0.4859 -1.36 1.40 -0.61
H 1.0863 1.1835 1.5692 -0.52 0.75 -0.35
```
Forces are in eV/Å.

Orbital gap (alpha / beta) = 0.2418 / 0.2843 Ha
Total charge = +1
HOMO (alpha / beta) = -0.4060 / -0.4232 Ha
E_LUMO (alpha / beta) = -4.468 / -3.779 eV

Here are the Mulliken charges for atoms 1 to 6, given in e: C -0.233; C -0.351; C -0.120; C 0.784; C -1.004; C -0.814

5.
The following is a quantum chemistry calculation of an isolated ion of composition C6H8NS and charge +1, from OMol25.

The geometry in XYZ format:
```
16
Properties=species:S:1:pos:R:3:forces:R:3
C -1.8358 -1.4507 -0.0150 -1.11 0.95 -2.11
C -2.3404 -0.5367 -0.9514 1.12 1.80 2.16
C -2.1118 0.7622 -0.7782 -0.62 0.96 -0.02
C 0.1874 0.9986 0.7019 1.98 -0.23 0.25
C 2.4212 -0.1132 0.4499 -1.20 4.89 -0.56
C 0.9099 -0.1099 0.0919 1.12 -0.97 -0.85
N -1.1328 -2.0193 0.6525 1.36 -2.19 2.44
S -1.2893 1.6262 0.5294 -0.12 0.13 -0.05
H -2.9283 -0.7614 -1.7434 -1.74 -1.28 -2.26
H -2.6575 1.5059 -1.3773 0.44 -0.40 0.02
H 0.9638 1.5042 1.3095 -1.44 0.50 0.52
H 2.5969 -0.1515 1.4927 -0.02 0.20 1.22
H 2.9615 0.7904 -0.0012 -0.65 -1.23 0.69
H 2.8217 -0.9422 0.0759 1.75 -3.40 -1.78
H 0.6262 -1.0943 0.6272 -0.51 1.29 -1.50
H 0.8071 -0.0082 -1.0644 -0.36 -1.03 1.85
```
Forces are in eV/Å.

Orbital gap = 0.3403 Ha
Total charge = +1
HOMO = -0.5658 Ha
E_LUMO = -6.136 eV

Here are the Mulliken charges for atoms 1 to 6, given in e: C 0.282; C -0.375; C -0.171; C 0.159; C -1.766; C -0.189

6.
The following is a quantum chemistry calculation of C6H8NdO6 as an isolated structure, from OMol25.

The geometry in XYZ format:
```
21
Properties=species:S:1:pos:R:3:forces:R:3
H 0.5850 -1.0487 -0.6502 0.43 0.56 0.18
O 0.0266 -1.1273 2.2989 -0.32 0.12 -0.74
C -0.2625 -0.8031 1.1638 0.22 0.16 1.02
C 0.6778 -0.2546 0.1334 -0.15 -0.74 -0.35
C 0.2017 1.0816 -0.4437 -0.12 0.24 0.14
C 0.6067 1.3434 -1.8782 -0.09 0.25 -0.43
O 2.0347 1.4433 -1.9680 -0.14 -0.12 0.99
C 2.5342 1.7603 -3.1485 -0.31 -0.46 -1.37
O 1.8992 1.9939 -4.1495 0.10 0.13 0.51
O 3.8579 1.6715 -3.0880 0.42 0.09 0.37
H -1.3166 -0.9146 0.8183 0.11 0.04 -0.06
H 1.7032 -0.2193 0.5215 -0.30 -0.07 -0.18
H 0.5422 1.9095 0.1945 -0.05 -0.22 -0.14
H -0.8992 1.1210 -0.4388 0.19 -0.04 0.01
H 0.1685 2.2858 -2.2310 0.05 -0.26 0.03
H 0.2692 0.5322 -2.5380 0.06 0.19 0.09
H 4.2284 1.8271 -3.9661 -0.19 0.11 -0.06
O -3.0226 -3.3176 3.1730 -0.11 1.40 1.35
C -3.5274 -2.9434 4.1389 0.62 -2.32 -2.77
O -4.2013 -2.8237 5.0902 -1.00 0.68 1.89
Nd -6.1056 -3.5175 6.9675 0.59 0.26 -0.50
```
Forces are in eV/Å.

Orbital gap (alpha / beta) = 0.1092 / 0.1142 Ha
Spin multiplicity = 5
Total charge = +2
HOMO (alpha / beta) = -0.4915 / -0.4915 Ha
E_LUMO (alpha / beta) = -10.405 / -10.267 eV

Here are the Mulliken charges for atoms 1 to 6, given in e: H 0.282; O -0.505; C -0.030; C -0.257; C -0.627; C -0.601

7.
The following is a quantum chemistry calculation of C6H8O2 as an isolated structure, from OMol25.

The geometry in XYZ format:
```
16
Properties=species:S:1:pos:R:3:forces:R:3
C -0.3182 -1.8352 -0.1804 0.13 0.18 0.21
C 0.8990 -0.1456 1.4039 -0.45 -0.53 0.16
C -0.0030 -0.4136 0.2090 0.52 -0.21 -0.45
C 1.0082 0.5305 -0.5151 -0.24 -0.57 -0.26
C -1.0903 0.6653 0.1161 0.66 1.22 -0.56
C -0.0597 1.5934 -0.7131 -1.08 -0.45 0.87
O 1.7421 0.6797 0.7309 0.35 0.52 0.16
O 0.9275 -0.4768 2.5461 0.19 0.17 -0.16
H 1.6783 0.2703 -1.3304 -0.01 -0.13 0.06
H -0.9354 -2.2916 0.5919 -0.07 -0.10 -0.01
H -0.8539 -1.8671 -1.1285 -0.04 0.01 -0.01
H 0.5973 -2.4167 -0.2761 0.01 -0.09 0.00
H -1.9462 0.3594 -0.4824 0.01 0.02 0.03
H -1.4225 1.0796 1.0622 -0.13 -0.07 0.10
H 0.2062 2.5665 -0.3066 -0.15 0.03 0.06
H -0.4295 1.7018 -1.7275 0.31 0.00 -0.20
```
Forces are in eV/Å.

Orbital gap = 0.4065 Ha
HOMO = -0.3751 Ha
E_LUMO = 0.853 eV

Here are the Mulliken charges for atoms 1 to 6, given in e: C -1.632; C 0.233; C 1.178; C 0.110; C -0.904; C -0.765

Please write out number 6 again, unchanged.
The following is a quantum chemistry calculation of C6H8NdO6 as an isolated structure, from OMol25.

The geometry in XYZ format:
```
21
Properties=species:S:1:pos:R:3:forces:R:3
H 0.5850 -1.0487 -0.6502 0.43 0.56 0.18
O 0.0266 -1.1273 2.2989 -0.32 0.12 -0.74
C -0.2625 -0.8031 1.1638 0.22 0.16 1.02
C 0.6778 -0.2546 0.1334 -0.15 -0.74 -0.35
C 0.2017 1.0816 -0.4437 -0.12 0.24 0.14
C 0.6067 1.3434 -1.8782 -0.09 0.25 -0.43
O 2.0347 1.4433 -1.9680 -0.14 -0.12 0.99
C 2.5342 1.7603 -3.1485 -0.31 -0.46 -1.37
O 1.8992 1.9939 -4.1495 0.10 0.13 0.51
O 3.8579 1.6715 -3.0880 0.42 0.09 0.37
H -1.3166 -0.9146 0.8183 0.11 0.04 -0.06
H 1.7032 -0.2193 0.5215 -0.30 -0.07 -0.18
H 0.5422 1.9095 0.1945 -0.05 -0.22 -0.14
H -0.8992 1.1210 -0.4388 0.19 -0.04 0.01
H 0.1685 2.2858 -2.2310 0.05 -0.26 0.03
H 0.2692 0.5322 -2.5380 0.06 0.19 0.09
H 4.2284 1.8271 -3.9661 -0.19 0.11 -0.06
O -3.0226 -3.3176 3.1730 -0.11 1.40 1.35
C -3.5274 -2.9434 4.1389 0.62 -2.32 -2.77
O -4.2013 -2.8237 5.0902 -1.00 0.68 1.89
Nd -6.1056 -3.5175 6.9675 0.59 0.26 -0.50
```
Forces are in eV/Å.

Orbital gap (alpha / beta) = 0.1092 / 0.1142 Ha
Spin multiplicity = 5
Total charge = +2
HOMO (alpha / beta) = -0.4915 / -0.4915 Ha
E_LUMO (alpha / beta) = -10.405 / -10.267 eV

Here are the Mulliken charges for atoms 1 to 6, given in e: H 0.282; O -0.505; C -0.030; C -0.257; C -0.627; C -0.601